Arrangement 1

Entry from the Open Molecules 2025 dataset: a 2-piece molecular cluster, ClHNO2P overall (ωB97M-V with the def2-TZVPD basis set).

```
6
Properties=species:S:1:pos:R:3:nbo_charge:R:1
N 4.13 -0.78 0.32 0.246
O 3.42 0.08 0.08 -0.078
O 1.92 0.30 -1.04 -0.842
P 0.47 0.52 -0.61 1.067
Cl 0.44 2.41 0.14 -0.324
H 0.63 -0.37 0.45 -0.070
```

## Properties
HOMO energy (alpha / beta) (Eh): -0.341 / -0.308
LUMO energy (alpha / beta) (eV): -0.26 / -1.85
Frontier orbital gap (alpha / beta) (eV): 9.0 / 6.5

Arrangement 2

Entry from the Open Molecules 2025 dataset: the molecule ClHNO2P (ωB97M-V with the def2-TZVPD basis set).

```
6
Properties=species:S:1:pos:R:3:nbo_charge:R:1
O 0.04 2.25 -0.51 -0.410
N -0.91 1.56 -0.04 0.284
O -1.84 1.96 0.60 -0.305
P -0.57 -0.11 -0.65 0.705
Cl -2.42 -0.71 0.00 -0.276
H 0.32 -0.47 0.60 0.002
```

## Properties
HOMO energy (Eh): -0.400
LUMO energy (eV): -0.57
Frontier orbital gap (eV): 10.3

Stability, lowest: arrangement 1

Arrangement 1

Entry from the Open Molecules 2025 dataset: the molecule C19H25N3O3S (ωB97M-V with the def2-TZVPD basis set).

```
51
Properties=species:S:1:pos:R:3:nbo_charge:R:1
C -7.70 -0.80 0.74 -0.598
C -6.78 -0.05 -0.22 -0.213
C -7.19 -0.32 -1.66 -0.608
C -5.32 -0.46 0.04 -0.397
C -4.31 0.38 -0.73 -0.226
N -2.95 0.08 -0.34 -0.598
C -2.16 0.96 0.31 0.655
O -2.52 2.10 0.56 -0.638
C -0.83 0.44 0.66 -0.001
C -0.22 -0.76 0.31 -0.236
C 1.06 -0.75 0.87 -0.457
S 2.34 -1.94 0.59 2.345
O 3.26 -1.92 1.68 -0.928
O 1.75 -3.18 0.19 -0.934
N 3.12 -1.30 -0.77 -0.667
C 2.39 -1.42 -2.03 -0.222
C 2.01 0.01 -2.47 -0.444
C 2.88 0.85 -1.59 -0.063
C 3.11 2.21 -1.59 -0.192
C 3.95 2.75 -0.63 -0.222
C 4.55 1.94 0.32 -0.208
C 4.32 0.57 0.34 -0.257
C 3.49 0.04 -0.62 0.207
C 1.20 0.45 1.53 0.023
N 0.07 1.16 1.40 -0.281
C -0.15 2.46 1.96 -0.395
H -7.63 -1.88 0.57 0.201
H -7.44 -0.60 1.77 0.208
H -8.73 -0.51 0.58 0.208
H -6.87 1.02 -0.02 0.195
H -6.62 0.29 -2.36 0.206
H -8.24 -0.09 -1.80 0.211
H -7.04 -1.37 -1.91 0.200
H -5.19 -1.51 -0.21 0.191
H -5.11 -0.34 1.11 0.209
H -4.41 0.22 -1.81 0.191
H -4.46 1.45 -0.52 0.234
H -2.65 -0.87 -0.45 0.393
H -0.62 -1.57 -0.27 0.231
H 1.53 -2.08 -1.88 0.230
H 3.06 -1.89 -2.76 0.208
H 2.21 0.17 -3.53 0.226
H 0.95 0.23 -2.28 0.224
H 2.63 2.84 -2.33 0.215
H 4.14 3.82 -0.62 0.214
H 5.20 2.38 1.07 0.216
H 4.77 -0.07 1.09 0.246
H 2.05 0.81 2.08 0.236
H 0.74 2.76 2.52 0.206
H -0.34 3.18 1.17 0.230
H -1.02 2.46 2.62 0.224
```

## Properties
HOMO energy (Eh): -0.317
LUMO energy (eV): 0.58
Frontier orbital gap (eV): 9.2

Arrangement 2

Entry from the Open Molecules 2025 dataset: the molecule C19H25N3O3S (ωB97M-V with the def2-TZVPD basis set).

```
51
Properties=species:S:1:pos:R:3:nbo_charge:R:1
C -0.56 3.31 -2.68 -0.412
N -0.69 2.99 -1.28 -0.405
C 0.01 3.82 -0.33 -0.236
C 1.53 3.63 -0.42 -0.077
O 1.81 2.28 -0.10 -0.522
C 3.10 1.86 -0.05 0.389
C 4.21 2.64 -0.35 -0.338
C 5.48 2.08 -0.28 -0.174
C 5.65 0.76 0.10 -0.250
C 4.55 -0.01 0.40 -0.193
C 3.28 0.53 0.32 -0.275
C -1.21 1.81 -0.87 0.426
C -1.71 0.85 -1.79 -0.323
C -2.25 -0.32 -1.29 -0.127
C -2.29 -0.52 0.08 -0.459
S -2.95 -2.03 0.75 2.343
O -3.86 -2.58 -0.21 -0.946
O -3.41 -1.76 2.08 -0.942
N -1.70 -3.12 0.90 -0.678
C -1.19 -3.74 -0.30 -0.229
C 0.04 -3.02 -0.86 -0.418
C 1.10 -2.90 0.24 -0.401
C 0.51 -2.16 1.44 -0.423
C -0.73 -2.90 1.94 -0.229
C -1.80 0.48 0.91 0.103
N -1.28 1.60 0.45 -0.487
H -0.23 4.34 -2.77 0.212
H 0.16 2.66 -3.19 0.195
H -1.53 3.22 -3.18 0.208
H -0.32 3.52 0.66 0.261
H -0.22 4.87 -0.51 0.198
H 2.02 4.30 0.30 0.184
H 1.90 3.86 -1.43 0.168
H 4.10 3.67 -0.65 0.217
H 6.33 2.70 -0.51 0.212
H 6.65 0.34 0.16 0.214
H 4.67 -1.04 0.69 0.214
H 2.40 -0.06 0.56 0.218
H -1.66 1.01 -2.85 0.223
H -2.65 -1.08 -1.94 0.242
H -2.01 -3.74 -1.02 0.237
H -0.93 -4.77 -0.06 0.195
H -0.24 -2.02 -1.20 0.204
H 0.43 -3.58 -1.71 0.213
H 1.98 -2.37 -0.15 0.211
H 1.42 -3.90 0.54 0.194
H 0.24 -1.15 1.15 0.204
H 1.25 -2.10 2.25 0.215
H -1.24 -2.34 2.73 0.238
H -0.44 -3.88 2.34 0.196
H -1.85 0.37 1.98 0.214
```

## Properties
HOMO energy (Eh): -0.303
LUMO energy (eV): 0.56
Frontier orbital gap (eV): 8.8

Stability, lowest: arrangement 2

Arrangement 1

Entry from the Open Molecules 2025 dataset: the molecule C5H6S2 (ωB97M-V with the def2-TZVPD basis set).

```
13
Properties=species:S:1:pos:R:3:nbo_charge:R:1
C -1.37 -0.98 -0.13 -0.663
C -0.48 -0.36 -1.18 -0.074
C 0.50 0.54 -1.02 -0.294
C 0.94 1.16 0.25 -0.174
S 1.44 2.71 0.33 0.100
C 1.07 0.37 1.51 -0.339
S 1.60 -1.15 1.61 0.113
H -2.39 -1.02 -0.51 0.226
H -1.38 -0.46 0.82 0.219
H -1.08 -2.01 0.02 0.234
H -0.64 -0.67 -2.22 0.207
H 0.96 0.94 -1.88 0.228
H 0.84 0.93 2.39 0.216
```

## Properties
HOMO energy (Eh): -0.326
LUMO energy (eV): -1.64
Frontier orbital gap (eV): 7.2

Arrangement 2

Entry from the Open Molecules 2025 dataset: the molecule C5H6S2 (ωB97M-V with the def2-TZVPD basis set).

```
13
Properties=species:S:1:pos:R:3:nbo_charge:R:1
C -1.49 0.11 -0.36 -0.187
C -1.40 0.35 1.00 -0.349
S 0.00 -0.01 2.09 0.317
C 1.40 0.17 1.16 -0.429
C 1.74 0.09 -0.15 -0.320
S 1.08 0.17 -1.92 0.272
C -0.45 -0.51 -1.24 -0.623
H -2.22 0.70 -0.99 0.210
H -2.08 1.00 1.46 0.219
H 2.13 0.10 1.95 0.234
H 2.73 0.03 -0.30 0.192
H -1.16 -0.86 -2.15 0.229
H -0.29 -1.35 -0.53 0.235
```

## Properties
HOMO energy (Eh): -0.297
LUMO energy (eV): 0.50
Frontier orbital gap (eV): 8.6

Stability, lowest: arrangement 2

Arrangement 1

Entry from the Open Molecules 2025 dataset: the molecule C5H6S2 (ωB97M-V with the def2-TZVPD basis set).

```
13
Properties=species:S:1:pos:R:3:nbo_charge:R:1
C 2.79 -1.08 -0.13 -0.343
C 1.48 -0.77 -0.07 -0.259
C 0.94 0.52 -0.17 -0.268
C -0.29 0.98 0.06 -0.272
S -1.63 -0.35 0.38 0.186
C -3.36 0.29 0.07 -0.451
S -4.63 -0.73 -0.20 0.061
H 3.78 -0.43 -0.45 0.224
H 3.07 -2.06 0.32 0.207
H 0.57 -1.33 0.50 0.228
H 1.51 1.47 -0.36 0.224
H -0.77 2.04 -0.17 0.243
H -3.47 1.45 0.21 0.217
```

## Properties
HOMO energy (Eh): -0.314
LUMO energy (eV): -0.52
Frontier orbital gap (eV): 8.0

Arrangement 2

Entry from the Open Molecules 2025 dataset: the molecule C5H6S2 (ωB97M-V with the def2-TZVPD basis set).

```
13
Properties=species:S:1:pos:R:3:nbo_charge:R:1
S -1.60 1.44 1.81 0.109
C -0.80 0.44 0.87 -0.062
C 0.58 -0.03 1.14 -0.509
C 1.18 -0.11 -0.26 -0.282
S 1.04 1.32 -1.35 0.118
C 0.13 -0.22 -1.25 -0.313
C -1.20 -0.14 -0.50 -0.499
H 1.19 0.67 1.77 0.247
H 0.64 -1.11 1.43 0.236
H 2.12 -0.61 -0.27 0.235
H 0.25 -0.98 -2.01 0.237
H -1.93 0.53 -0.94 0.246
H -1.59 -1.19 -0.46 0.237
```

## Properties
HOMO energy (Eh): -0.319
LUMO energy (eV): -0.19
Frontier orbital gap (eV): 8.5

Stability, lowest: arrangement 1

Arrangement 1

Entry from the Open Molecules 2025 dataset: an isolated ion of composition C2H4NS3 and charge +1 (ωB97M-V with the def2-TZVPD basis set).

```
10
Properties=species:S:1:pos:R:3:nbo_charge:R:1
N -1.18 0.26 -0.29 -0.701
C -0.23 -0.55 0.47 -0.237
S 0.54 -1.91 -0.42 0.397
C 1.26 -0.37 -0.06 -0.539
S 1.70 1.09 -0.97 0.155
S 2.60 0.38 0.83 0.276
H -2.13 0.41 0.37 0.474
H -1.40 0.09 -1.25 0.465
H -0.79 1.16 -0.21 0.445
H -0.37 -0.57 1.53 0.263
```

## Properties
HOMO energy (Eh): -0.476
LUMO energy (eV): -4.56
Frontier orbital gap (eV): 8.4
Total charge: +1

Arrangement 2

Entry from the Open Molecules 2025 dataset: an isolated ion of composition C2H4NS3 and charge +1 (ωB97M-V with the def2-TZVPD basis set).

```
10
Properties=species:S:1:pos:R:3:nbo_charge:R:1
N 0.81 0.94 0.52 -0.718
C 0.47 -0.37 -0.22 -0.170
S -0.13 -1.56 1.04 0.312
C -0.94 -0.73 -0.24 -0.561
S -2.41 0.13 -0.47 0.248
S -1.85 -1.53 -1.59 0.228
H 1.70 1.18 0.01 0.457
H 0.91 0.95 1.53 0.466
H 0.11 1.72 0.20 0.462
H 1.33 -0.72 -0.79 0.276
```

## Properties
HOMO energy (Eh): -0.464
LUMO energy (eV): -4.24
Frontier orbital gap (eV): 8.4
Total charge: +1

Stability, lowest: arrangement 1

Arrangement 1

Entry from the Open Molecules 2025 dataset: a 4-piece molecular cluster, C3H15NO3 overall (ωB97M-V with the def2-TZVPD basis set).

```
22
Properties=species:S:1:pos:R:3:nbo_charge:R:1
C -2.25 -0.07 -0.66 -0.399
N -1.84 1.22 -0.12 -0.508
C -2.34 1.84 1.12 -0.410
C -1.03 2.11 -1.00 -0.410
H -2.64 -0.74 0.24 0.210
H -3.06 0.02 -1.40 0.174
H -1.39 -0.53 -1.24 0.195
H -1.73 2.67 1.46 0.202
H -2.44 1.14 2.00 0.201
H -3.36 2.31 0.91 0.173
H -0.77 3.10 -0.38 0.199
H -0.12 1.60 -1.32 0.198
H -1.62 2.53 -1.84 0.182
O 2.71 -4.96 -1.81 -0.954
H 3.32 -5.06 -2.56 0.479
H 2.28 -4.12 -1.76 0.474
O 0.51 -0.01 1.83 -0.953
H 0.35 0.61 2.55 0.468
H 0.01 0.49 1.11 0.484
O 3.29 0.45 0.61 -0.944
H 2.47 0.55 1.10 0.481
H 3.14 -0.33 0.16 0.456
```

## Properties
HOMO energy (Eh): -0.308
LUMO energy (eV): 0.40
Frontier orbital gap (eV): 8.8

Arrangement 2

Entry from the Open Molecules 2025 dataset: a 4-piece molecular cluster, C3H15NO3 overall (ωB97M-V with the def2-TZVPD basis set).

```
22
Properties=species:S:1:pos:R:3:nbo_charge:R:1
C 0.38 -2.49 1.33 -0.612
C 0.31 -1.10 1.99 -0.396
C -0.62 -0.08 1.31 -0.209
N -0.21 0.30 -0.04 -0.907
H 0.91 -2.43 0.39 0.211
H -0.61 -2.90 1.20 0.201
H 0.95 -3.18 1.96 0.206
H -0.03 -1.25 3.01 0.200
H 1.29 -0.65 1.87 0.191
H -0.54 0.74 1.99 0.176
H -1.65 -0.38 1.31 0.189
H 0.42 1.07 -0.02 0.381
H -0.94 0.22 -0.72 0.392
O 0.77 2.33 -2.21 -0.948
H 1.35 2.17 -2.96 0.480
H 0.41 1.43 -2.10 0.473
O 0.36 -1.79 -2.05 -0.972
H 0.84 -1.42 -2.80 0.461
H 0.48 -1.19 -1.30 0.488
O -1.57 3.29 -0.84 -0.951
H -0.61 3.20 -0.95 0.482
H -1.69 4.12 -0.37 0.466
```

## Properties
HOMO energy (Eh): -0.343
LUMO energy (eV): 0.41
Frontier orbital gap (eV): 9.7

Arrangement 3

Entry from the Open Molecules 2025 dataset: a 4-piece molecular cluster, C3H15NO3 overall (ωB97M-V with the def2-TZVPD basis set).

```
22
Properties=species:S:1:pos:R:3:nbo_charge:R:1
C -0.48 1.55 1.61 -0.630
C 0.26 0.83 0.49 -0.061
C 1.50 0.10 0.99 -0.622
N 0.61 1.69 -0.68 -0.845
H -0.78 0.82 2.36 0.220
H -1.29 2.19 1.28 0.212
H 0.11 2.25 2.22 0.204
H -0.47 0.12 0.06 0.194
H 1.72 -0.76 0.34 0.208
H 1.31 -0.40 1.95 0.220
H 2.37 0.76 1.00 0.210
H -0.21 2.31 -0.72 0.364
H 1.32 2.38 -0.43 0.357
O -1.28 -1.96 -1.75 -0.983
H -1.00 -2.82 -2.08 0.471
H -0.50 -1.42 -1.98 0.501
O 0.99 -0.43 -2.58 -0.978
H 0.85 0.36 -1.99 0.504
H 1.76 -0.83 -2.14 0.465
O -2.63 -2.39 0.79 -0.957
H -2.30 -2.14 -0.09 0.495
H -1.85 -2.20 1.32 0.452
```

## Properties
HOMO energy (Eh): -0.389
LUMO energy (eV): 0.59
Frontier orbital gap (eV): 11.2

Stability, lowest: arrangement 1